1.
Entry from OMol25: C43H84BeF3O32 as an isolated structure in a non-equilibrium geometry (the ωB97M-V functional and the def2-TZVPD basis).

```
! wB97M-V def2-TZVPD RIJCOSX def2/J DEFGRID3
* xyz 1 1
F 0.587 2.651 1.061
H 4.058 0.382 -1.230
H -2.051 0.767 -8.597
H 5.924 -4.664 -3.751
O -6.615 -1.038 1.889
F 0.693 3.144 -1.064
H -1.217 -1.736 2.595
O -4.422 3.698 -2.060
H 0.360 2.612 -4.340
H 4.771 0.102 2.333
H 6.716 4.845 -0.055
C 0.476 2.105 4.146
H -4.832 -0.387 2.695
C -2.674 1.477 -8.048
H -3.019 -0.764 4.114
C -2.956 0.277 -1.946
C 4.354 4.016 0.831
H 1.992 0.894 0.157
H -5.096 -0.077 0.914
H 3.692 3.379 1.421
C 1.072 -0.657 -5.466
H -1.797 -1.061 -6.013
H 0.024 -2.305 1.355
C 2.995 -2.605 1.145
H -6.034 -3.810 0.688
O 4.131 -0.340 4.977
H -3.683 1.122 -8.254
C 2.630 -4.174 2.895
O 3.689 -1.733 -2.812
H -4.247 2.861 5.177
O 5.722 -2.731 -2.911
C -5.200 -0.776 1.750
H 4.101 1.706 2.935
H -4.521 -2.796 2.216
H 5.580 1.174 -1.415
H 0.838 -6.783 1.059
H 3.632 1.009 -5.153
O -0.714 4.045 5.569
Be 1.096 -1.995 -2.022
H 3.595 0.993 1.441
O 5.189 4.275 -1.319
C -0.298 -0.232 1.257
H 0.020 0.973 7.699
H 2.582 0.617 -3.887
O -2.282 -4.189 0.017
O 0.187 -0.958 -6.430
H -4.032 4.034 -4.443
H -4.250 5.764 -4.567
C 5.188 -3.896 -3.530
C -2.537 -4.220 -3.351
O -3.375 -0.990 -2.449
O -2.596 0.955 3.035
C 3.904 0.748 2.458
C 4.909 0.468 -1.906
H -1.401 -0.060 4.412
C -4.691 -2.124 1.369
H 6.305 3.342 1.636
O -1.356 1.665 -4.812
C -0.615 2.450 -3.881
O 0.509 2.102 5.581
H -3.547 0.263 6.077
C 1.916 -1.560 6.069
H 3.366 3.385 -0.999
H -3.763 -2.264 0.813
H -5.568 -2.708 -0.525
H -3.256 -5.027 -3.205
O 2.143 -3.299 1.914
H 0.261 1.966 9.176
H 3.379 -4.862 2.493
H 3.299 5.099 -0.631
O 2.660 -2.100 0.095
C -2.538 -1.963 -2.686
H 4.705 -3.601 -4.461
O -0.603 -5.476 0.417
C 0.372 2.163 -0.198
H 2.224 -0.822 6.813
O -0.167 3.050 7.487
C -3.536 4.518 -2.002
F -0.966 2.175 -0.263
C 0.410 1.907 8.101
H 1.082 -6.298 -0.637
H -4.189 -4.765 0.407
C 2.571 1.035 -4.896
C 3.951 4.225 -0.613
C -4.009 1.945 4.640
C 4.897 -1.736 -2.694
H -0.549 2.095 3.782
H 4.532 4.935 1.390
H 0.988 1.206 3.811
O -1.325 -1.900 -2.575
C -3.184 2.235 3.347
H -1.233 0.322 1.197
C -3.214 -5.235 0.290
H -0.753 -2.364 -5.225
H 2.564 -2.405 6.317
O 4.250 -2.607 1.569
H -1.197 -2.405 -6.935
H 0.343 0.088 2.079
H -2.452 3.006 3.598
H -1.697 -4.456 -2.702
C -1.580 2.182 -6.034
O 2.854 0.095 3.163
H 5.505 -2.684 -0.078
C -1.004 -4.301 -0.157
H 4.958 -1.062 0.347
C 5.667 3.274 0.756
O 0.369 -0.388 0.005
C -2.447 0.165 4.199
H 4.634 0.996 -2.819
H 1.480 1.942 7.891
H -7.910 -2.414 1.294
H -3.762 2.527 2.472
H -2.997 -5.634 1.280
H 1.789 -4.806 3.177
C -5.819 -2.751 0.538
H -4.381 4.634 0.556
H -3.142 3.465 0.486
O -3.189 -2.991 -3.172
O -0.255 -3.537 -0.707
H 0.911 -1.900 6.306
H 6.187 -2.014 1.339
C 6.293 3.930 -0.480
C -3.320 4.529 0.317
H -3.258 -6.006 -0.475
O -2.987 5.158 -3.044
C -7.047 -1.899 0.871
C 0.733 -5.971 0.343
H 4.454 -4.378 -2.882
H -1.054 3.425 -3.669
O 1.376 0.491 -1.757
O 1.146 -1.235 -4.405
O 5.631 -0.722 -2.229
O -2.416 1.377 -6.668
H 6.998 3.332 -1.054
H 3.084 -3.717 3.774
C 1.083 0.787 -0.450
C 5.270 -2.018 0.756
H -0.440 1.954 -2.930
O -1.069 3.176 -6.483
H 0.989 2.967 3.719
O 1.998 -1.046 4.768
O 1.822 0.341 -5.863
O -2.975 5.009 -0.939
H -2.021 0.211 -1.393
H 1.406 -5.165 0.637
H -1.580 -1.944 0.881
C -0.150 3.161 6.138
H -2.717 5.187 -5.061
H -4.952 1.417 4.475
C 3.101 -0.410 4.360
C -3.514 4.987 -4.348
H -2.836 0.948 -2.798
H -2.255 -4.326 -4.400
H 2.291 2.077 -4.752
C -0.807 -1.641 1.592
H -7.398 -1.314 0.014
H -2.789 5.049 1.112
C -3.133 0.934 5.326
H -3.728 0.785 -1.371
H -2.492 2.461 -8.476
H -2.360 1.519 5.839
C -0.956 -1.748 -6.099
H 5.533 2.214 0.518
*
```

LUMO level   -0.1821 hartree

=====

2.
Entry from OMol25: a 6-piece molecular cluster, C43H84N4O9P2S overall in a non-equilibrium geometry (the ωB97M-V functional and the def2-TZVPD basis).

```
! wB97M-V def2-TZVPD RIJCOSX def2/J DEFGRID3
* xyz 0 1
H 10.063 -2.931 0.306
S 0.801 -0.708 -2.328
H -5.401 10.363 -4.974
C -2.650 -2.580 -0.776
H -1.704 1.679 2.842
H 3.812 -8.048 0.526
H -3.576 -0.103 -0.128
H 2.396 0.804 2.238
C 2.107 -7.274 -0.553
H -1.150 4.124 1.131
C -0.772 5.071 0.731
C 4.877 1.227 0.881
O -7.337 1.339 -0.858
H -2.736 -0.441 -3.089
H -5.101 10.686 -3.274
H 3.725 -4.670 -0.081
H 3.336 2.523 -0.921
C 3.021 1.578 2.753
H -6.030 -5.425 0.700
H -1.401 6.656 -0.577
C -6.720 0.940 1.570
H 11.765 -2.481 0.076
H -4.529 5.534 -3.916
H 0.126 4.836 0.155
C 4.556 1.532 2.397
O -6.234 2.871 -2.755
H -3.749 -2.403 -0.649
O -2.136 4.877 -1.235
H -3.802 10.936 -4.460
H -5.286 -0.462 -1.893
N -3.846 -6.509 -1.011
N 2.572 1.788 -2.729
H 11.953 -1.882 2.585
O -5.331 8.046 -3.671
C 0.840 -7.774 -1.229
H -3.564 9.073 -1.940
P 5.710 -1.605 2.017
C -2.805 -0.092 3.439
H 5.009 2.528 2.645
H -1.540 0.532 -2.177
C -1.809 -1.579 -1.459
H -3.108 1.471 -0.858
O 10.530 -4.886 2.075
C 3.547 -2.525 0.251
H 2.332 -8.954 0.795
C -3.158 8.735 -2.898
H 1.598 1.876 -3.015
P -5.886 1.946 -1.390
H 4.922 -4.080 1.143
C 2.976 0.312 -0.682
H -4.532 0.736 -3.019
H -6.031 -4.799 -1.056
H -2.875 6.732 1.456
H 1.860 -4.208 -0.679
H 9.629 -4.540 2.060
H -2.842 -6.720 -0.885
C 4.329 -1.353 0.745
H -3.792 8.468 -4.936
H 1.388 2.819 1.950
H 5.027 0.784 3.096
H 3.178 -4.282 1.583
H 6.898 -3.470 1.529
O -5.195 2.852 -0.395
H 10.251 -2.329 2.823
N 1.655 -3.333 -1.165
H -0.807 0.161 2.637
C -1.794 0.628 2.561
H -7.243 0.334 2.362
H -0.151 -5.003 0.073
C -7.167 0.337 0.164
H 2.944 1.346 3.857
C 11.413 -3.812 1.753
H -3.824 6.526 -0.031
H 5.347 -3.503 3.156
O 1.761 -6.354 0.487
H 12.429 -4.212 1.772
H -7.034 2.014 1.570
H -0.492 5.715 1.567
H -4.161 3.472 -2.662
C -4.784 0.549 -1.940
H 0.191 -8.284 -0.511
C -0.385 -1.874 -1.556
H 2.719 -6.729 -1.276
H 3.206 -9.134 -0.739
H -5.606 0.900 1.661
H -2.186 -5.644 0.991
H -5.702 8.377 -2.843
H 1.613 2.068 -0.812
C -4.078 -5.496 -0.262
C 0.240 -3.104 -1.024
C -5.031 3.401 -3.374
C -0.614 -4.079 -0.352
H -2.044 -1.866 3.130
C -4.645 10.295 -4.189
C -2.060 -3.802 -0.211
C -3.444 0.427 -1.105
C 4.048 0.036 0.296
H -8.171 -0.144 0.344
H 1.219 -6.825 1.133
C 2.326 2.992 2.544
H 2.984 0.923 -3.082
H -6.278 5.237 -3.347
C -1.815 5.738 -0.154
H 1.073 -8.466 -2.041
C 2.204 -0.849 -1.153
H -2.856 7.693 -2.765
H 2.990 3.782 2.113
C -4.201 8.853 -3.999
O 5.114 -2.565 3.305
C -5.406 4.838 -3.934
H 11.497 -3.101 3.792
H -3.131 -0.568 5.522
H -5.750 4.696 -4.992
H -3.543 5.146 1.016
H -2.330 0.993 5.256
C 2.912 -8.422 0.034
C -2.891 -4.877 0.563
H 5.960 0.904 0.841
H 11.185 -4.095 -0.378
H -2.505 4.061 -0.872
C -5.484 -4.825 -0.083
H -5.305 -3.798 0.347
C 2.468 -2.230 -0.696
H -2.090 0.572 1.511
H -6.471 -0.499 -0.113
H -3.322 -4.346 1.467
O -2.911 -1.455 3.023
H 4.816 2.168 0.284
H -3.791 0.361 3.312
H -1.436 -0.528 5.061
C -2.402 -0.038 4.904
C 11.276 -2.713 2.795
H 6.784 -2.438 0.211
H -4.695 2.754 -4.228
N 7.035 -2.499 1.210
H -2.270 9.329 -3.130
H 1.981 3.365 3.552
C -2.350 -0.243 -2.048
C 11.094 -3.295 0.359
H 0.267 -6.938 -1.637
C 2.606 1.721 -1.227
C -3.084 6.058 0.621
C 3.878 -3.948 0.774
*
```

Structure (SMILES)   [H]/N=C(/C)Cc1cc(CCCP(=O)(OCC)OCC)c2c(c1)Nc1c(C)c(P(N)O)c(CCCC)c(CN)c1S2.CC(C)O.CC(C)O.CC(C)O.CC(C)O.CC(C)O
LUMO level   0.0028 hartree

=====

no.,E (a.u.),highest occupied orbital energy (eV),orbital gap (hartree)
1,-4410.49290,-11.210,0.2299
2,-3665.86279,-7.869,0.2920